Record 1
Here is a cluster of 5 separate species, C27H44ClNO8 in total from the OMol25 dataset. Energies are from ωB97M-V/def2-TZVPD.

Each line ends with the Löwdin charge.
Atoms and positions in Å:
N -3.935 0.825 2.178  0.15
C -2.568 0.563 2.260  -0.20
C -1.693 0.807 1.270  -0.10
C -2.063 1.441 -0.036  -0.12
C -2.301 2.954 0.165  -0.16
C -1.002 3.737 0.087  -0.24
O -0.385 3.630 1.379  -0.07
C -0.281 0.406 1.460  -0.29
O 0.438 0.113 0.527  0.11
C 0.234 0.364 2.865  -0.11
C 1.704 0.517 3.139  -0.11
C 2.493 1.256 2.084  -0.80
O 2.497 2.425 1.922  0.07
Cl 3.588 0.219 1.151  0.73
C -0.651 0.135 3.834  0.07
C -2.079 -0.048 3.522  -0.32
O -2.829 -0.650 4.264  0.11
H -4.347 0.393 1.356  0.08
H -4.386 0.368 2.966  0.09
H -2.930 0.956 -0.488  0.11
H -1.227 1.312 -0.719  0.11
H -3.051 3.352 -0.516  0.11
H -2.684 3.108 1.175  0.11
H -0.338 3.313 -0.671  0.12
H -1.223 4.779 -0.134  0.09
H 0.384 4.209 1.404  0.08
H 2.155 -0.467 3.261  0.11
H 1.850 1.062 4.070  0.14
H -0.344 0.074 4.871  0.13
C -8.251 -0.330 -0.326  -0.17
C -8.394 -1.113 0.978  -0.17
C -6.984 -1.654 1.169  -0.19
O -6.105 -0.681 0.595  -0.17
C -6.858 0.263 -0.176  -0.20
H -9.017 0.431 -0.467  0.11
H -8.284 -1.010 -1.180  0.11
H -8.657 -0.439 1.796  0.11
H -9.142 -1.903 0.934  0.11
H -6.847 -2.605 0.644  0.12
H -6.717 -1.796 2.216  0.12
H -6.887 1.216 0.363  0.12
H -6.353 0.420 -1.130  0.12
C 6.378 -3.109 -2.314  -0.17
C 5.103 -2.364 -2.707  -0.17
C 4.505 -2.046 -1.342  -0.23
O 5.608 -1.884 -0.449  -0.17
C 6.809 -2.346 -1.069  -0.20
H 7.142 -3.111 -3.091  0.11
H 6.147 -4.145 -2.060  0.09
H 5.353 -1.441 -3.235  0.11
H 4.429 -2.945 -3.335  0.11
H 3.877 -2.868 -0.983  0.12
H 3.908 -1.134 -1.343  0.08
H 7.427 -1.479 -1.330  0.12
H 7.360 -2.964 -0.361  0.12
C -3.799 8.566 0.446  -0.17
C -3.206 8.975 -0.900  -0.17
C -2.171 7.880 -1.124  -0.20
O -2.690 6.706 -0.496  -0.16
C -3.807 7.047 0.328  -0.20
H -4.790 8.977 0.633  0.11
H -3.140 8.878 1.259  0.11
H -3.972 8.936 -1.677  0.11
H -2.769 9.972 -0.903  0.11
H -1.214 8.138 -0.658  0.12
H -1.995 7.668 -2.179  0.12
H -4.724 6.692 -0.154  0.12
H -3.704 6.541 1.288  0.12
C 7.400 -9.043 -1.716  -0.17
C 6.692 -8.496 -2.953  -0.17
C 6.103 -7.197 -2.420  -0.21
O 6.998 -6.735 -1.406  -0.15
C 7.933 -7.766 -1.081  -0.21
H 8.187 -9.760 -1.942  0.11
H 6.679 -9.524 -1.052  0.11
H 7.419 -8.286 -3.741  0.11
H 5.934 -9.165 -3.359  0.11
H 5.119 -7.361 -1.967  0.12
H 6.007 -6.428 -3.187  0.11
H 8.913 -7.498 -1.489  0.12
H 8.018 -7.834 0.004  0.12

Properties
Highest occupied orbital energy in Ha: -0.313
Max |F| in eV Å⁻¹: 0.9
LUMO in eV: -0.6
SMILES: NC1=C(CCCO)C(=O)C(CC(=O)Cl)=CC1=O.C1CCOC1.C1CCOC1.C1CCOC1.C1CCOC1


Record 2
Here is a cluster of 5 separate species, C27H44FNO7 in total from the OMol25 dataset. Energies are from ωB97M-V/def2-TZVPD.

Each line ends with the Löwdin charge.
Atoms and positions in Å:
N 0.083 0.379 1.524  0.21
C -0.052 0.926 0.521  -0.29
O -0.264 1.575 -0.582  0.09
C -1.551 2.152 -0.606  -0.13
C -1.751 3.377 -0.148  0.14
C -3.113 3.977 -0.198  -0.33
O -3.271 5.152 0.036  0.12
C -4.235 3.067 -0.537  -0.11
C -5.538 3.518 -0.401  0.01
C -6.601 2.697 -0.732  0.03
C -6.341 1.425 -1.193  -0.24
F -7.361 0.615 -1.511  0.09
C -5.053 0.950 -1.347  0.08
C -4.002 1.780 -1.021  -0.10
C -2.609 1.292 -1.207  -0.27
O -2.333 0.278 -1.798  0.16
H -0.919 3.938 0.256  0.15
H -5.705 4.524 -0.046  0.13
H -7.610 3.069 -0.633  0.13
H -4.898 -0.047 -1.735  0.14
C -3.852 4.921 -3.587  -0.06
C -4.279 3.591 -4.189  -0.27
O -5.677 3.467 -4.374  -0.16
C -6.269 4.408 -5.252  -0.28
C -5.737 4.346 -6.673  -0.08
H -4.413 5.126 -2.675  0.07
H -2.787 4.903 -3.348  0.08
H -4.021 5.750 -4.276  0.07
H -4.014 2.779 -3.512  0.10
H -3.744 3.405 -5.127  0.11
H -6.173 5.423 -4.850  0.11
H -7.333 4.167 -5.250  0.12
H -4.694 4.663 -6.733  0.07
H -6.319 5.004 -7.319  0.08
H -5.800 3.328 -7.060  0.08
C 4.157 -2.481 1.819  -0.08
C 3.688 -3.726 1.084  -0.29
O 2.303 -3.981 1.211  -0.16
C 1.446 -2.976 0.694  -0.28
C 1.605 -2.740 -0.799  -0.08
H 3.839 -2.514 2.862  0.08
H 5.245 -2.413 1.785  0.08
H 3.754 -1.569 1.376  0.07
H 4.183 -4.602 1.507  0.11
H 3.977 -3.681 0.027  0.10
H 1.571 -2.040 1.247  0.09
H 0.435 -3.328 0.899  0.12
H 2.576 -2.305 -1.043  0.07
H 0.836 -2.051 -1.151  0.07
H 1.513 -3.679 -1.347  0.08
C 7.757 -8.210 0.724  -0.08
C 7.470 -6.918 -0.023  -0.28
O 7.044 -7.107 -1.359  -0.16
C 5.841 -7.837 -1.525  -0.28
C 4.633 -7.190 -0.869  -0.08
H 8.452 -8.831 0.157  0.08
H 8.197 -7.989 1.697  0.08
H 6.850 -8.793 0.896  0.07
H 8.384 -6.329 -0.096  0.12
H 6.744 -6.310 0.531  0.10
H 5.964 -8.867 -1.172  0.11
H 5.688 -7.890 -2.603  0.12
H 4.712 -7.195 0.219  0.07
H 3.725 -7.730 -1.137  0.08
H 4.534 -6.152 -1.191  0.08
C 0.394 1.436 4.788  -0.09
C 1.299 2.588 4.392  -0.28
O 0.650 3.850 4.367  -0.17
C 0.111 4.289 5.600  -0.29
C 1.146 4.466 6.699  -0.08
H -0.499 1.427 4.164  0.07
H 0.917 0.489 4.654  0.07
H 0.078 1.498 5.831  0.07
H 1.655 2.433 3.374  0.11
H 2.185 2.623 5.037  0.11
H -0.689 3.617 5.932  0.11
H -0.355 5.250 5.380  0.12
H 1.577 3.514 7.010  0.07
H 0.685 4.922 7.576  0.08
H 1.960 5.107 6.356  0.08

Properties
Highest occupied orbital energy in Ha: -0.347
Max |F| in eV Å⁻¹: 0.5
LUMO in eV: -1.9
SMILES: N#COC1=CC(=O)c2ccc(F)cc2C1=O.CCOCC.CCOCC.CCOCC.CCOCC


Record 3
Here is a structure of composition C27H44N6O5S2Tb in a non-equilibrium geometry from the OMol25 dataset. Energies are from ωB97M-V/def2-TZVPD.

Each line ends with the Löwdin charge.
Atoms and positions in Å:
Tb -0.173 0.303 -0.504  1.62
C -1.174 -2.500 1.897  -0.10
O -1.404 -1.179 1.393  -0.37
C -2.326 -0.429 2.164  -0.19
C -1.656 0.830 2.618  -0.16
O -1.308 1.579 1.433  -0.29
C -0.811 2.918 1.693  -0.14
C 0.607 2.873 2.154  -0.21
O 1.331 2.119 1.206  -0.31
C 2.744 2.206 1.432  -0.10
H -2.102 -3.063 1.860  0.10
H -0.412 -2.958 1.268  0.07
H -0.827 -2.452 2.925  0.08
H -3.198 -0.192 1.558  0.11
H -2.643 -0.999 3.037  0.14
H -2.340 1.420 3.226  0.14
H -0.772 0.588 3.200  0.10
H -0.881 3.452 0.756  0.13
H -1.465 3.402 2.421  0.14
H 0.976 3.900 2.217  0.14
H 0.716 2.429 3.151  0.13
H 3.079 3.233 1.270  0.10
H 2.984 1.909 2.451  0.07
H 3.240 1.543 0.739  0.07
C -5.636 2.682 -2.179  -0.07
C -4.764 3.030 -3.211  -0.07
C -3.397 2.890 -3.073  -0.03
C -2.892 2.418 -1.869  -0.29
C -3.737 2.086 -0.828  -0.12
C -5.107 2.210 -0.982  -0.07
N -1.457 2.201 -1.692  -0.04
N -0.807 2.968 -2.452  0.08
C 0.610 2.824 -2.477  -0.32
C 1.192 3.817 -3.256  -0.04
C 2.562 3.855 -3.394  -0.08
C 3.306 2.854 -2.771  -0.08
C 2.691 1.849 -2.023  -0.14
C 1.302 1.800 -1.823  -0.20
H -6.706 2.793 -2.301  0.11
H -5.156 3.396 -4.151  0.11
H -2.708 3.137 -3.869  0.11
H -3.297 1.719 0.093  0.08
H -5.765 1.931 -0.173  0.11
H 0.544 4.546 -3.727  0.11
H 3.037 4.637 -3.972  0.11
H 4.386 2.850 -2.873  0.10
H 3.330 1.089 -1.568  0.09
C 2.631 -0.902 5.164  -0.09
N 2.994 -1.976 4.242  -0.22
C 3.231 -3.273 4.882  -0.05
C 2.700 -1.876 2.918  -0.70
S 1.582 -0.724 2.374  0.79
N 3.342 -2.728 2.096  -0.20
C 2.892 -2.923 0.720  -0.07
C 4.714 -3.179 2.348  -0.04
H 3.281 -0.998 6.038  0.09
H 1.587 -0.995 5.497  0.09
H 2.774 0.070 4.711  0.06
H 2.496 -3.413 5.678  0.10
H 4.231 -3.336 5.320  0.10
H 3.107 -4.073 4.163  0.09
H 1.842 -2.689 0.617  0.02
H 3.074 -3.962 0.448  0.10
H 3.453 -2.275 0.043  0.10
H 5.113 -2.693 3.241  0.09
H 5.342 -2.920 1.497  0.09
H 4.760 -4.258 2.480  0.09
C 0.356 -1.283 -4.110  -0.05
O 0.176 -1.085 -2.687  -0.31
C 0.494 -2.197 -1.950  -0.25
O 0.367 -1.842 -0.737  -0.36
H 1.298 -1.790 -4.284  0.09
H 0.352 -0.302 -4.585  0.10
H -0.465 -1.886 -4.487  0.07
C -3.459 -1.501 -4.335  -0.07
N -2.958 -2.526 -3.419  -0.03
C -2.639 -2.309 -2.144  -0.80
N -2.239 -3.372 -1.429  0.13
S -2.828 -0.765 -1.430  0.74
H -4.547 -1.461 -4.322  0.09
H -3.106 -1.726 -5.337  0.09
H -3.073 -0.538 -4.018  0.05
H -2.916 -3.478 -3.757  0.15
H -1.848 -4.180 -1.892  0.12
H -1.824 -3.148 -0.545  0.06

Properties
Highest occupied orbital energy (spin up / spin down) in Ha: -0.384 / -0.383
Max |F| in eV Å⁻¹: 1.3
2S+1: 7
Charge: +1
LUMO (spin up / spin down) in eV: -2.7 / -2.6
⟨S²⟩: 12.6863


Across the entries above, calculated total energy takes the values -59102.9807 -47249.1296 -91990.1295 eV, respectively.